Entry from the OMol25 dataset: an isolated ion of composition C5H10NO2 and charge -1 (ωB97M-V/def2-TZVPD).

Calculated values
- SMILES string = CC[C@H](C[O-])NC=O
- gap between HOMO and LUMO (eV) = 6.56
- strongest force on any atom (Eh/bohr) = 0.0105
- ΔE to the lowest compared entry with this formula, charge and spin (eV) = 1.792
- E_tot (eV) = -10932.4721
- charge = -1

Last column: natural (NBO) charge in e.
CARTESIAN COORDINATES (ANGSTROEM)
1 O -2.887817 -2.260136 0.979321  -0.695
2 O -1.469651 1.275353 1.664105  -0.942
3 N -0.984106 -1.202553 0.362121  -0.617
4 C 1.094248 -0.372543 -0.546563  -0.398
5 C -2.294535 -1.237501 0.653314  0.537
6 C -0.253324 1.051614 1.150602  -0.002
7 C 1.766694 0.732423 -1.372962  -0.609
8 C -0.277110 0.011524 -0.021750  -0.080
9 H -0.801254 0.513766 -0.847605  0.164
10 H -2.741220 -0.242858 0.518535  0.156
11 H 1.003278 -1.304739 -1.131050  0.181
12 H 2.852412 0.584499 -1.373935  0.191
13 H 1.384384 0.815046 -2.394631  0.192
14 H 0.523427 0.669877 1.876532  0.064
15 H 0.204542 1.968584 0.693396  0.075
16 H 1.587739 1.684285 -0.867944  0.217
17 H -0.473053 -2.077504 0.376270  0.376
18 H 1.765346 -0.609137 0.282243  0.190

Atomic forces in eV per Å
-0.143 0.014 0.072
0.239 -0.047 -0.010
0.467 -0.004 -0.272
0.245 -0.221 -0.348
-0.010 0.035 -0.196
-0.427 -0.005 -0.075
0.017 0.031 0.469
0.151 0.305 0.003
-0.250 -0.179 0.068
-0.196 -0.138 0.231
0.106 0.245 -0.028
-0.123 -0.004 -0.315
0.062 -0.119 0.093
-0.067 -0.043 0.001
0.179 -0.018 0.043
0.029 0.007 -0.138
-0.195 0.171 0.159
-0.082 -0.031 0.243

---

Entry from the OMol25 dataset: a 2-piece molecular cluster, C4H7N3 overall (ωB97M-V/def2-TZVPD).

Calculated values
- 2S+1 = 3
- gap between HOMO and LUMO (spin up / spin down) (eV) = 9.06 / 5.95
- strongest force on any atom (Eh/bohr) = 0.2160
- expectation value of S² = 2.01
- ΔE to the lowest compared entry with this formula, charge and spin (eV) = 2.893
- E_tot (eV) = -8705.4598
- charge = +2

Last column: Mulliken spin population.
CARTESIAN COORDINATES (ANGSTROEM)
1 N 1.513780 -0.177766 -2.214907  0.148
2 N 0.178084 -1.504684 0.868612  0.872
3 N -1.568772 -0.142367 -1.065592  0.142
4 C -2.693991 -0.121697 -1.349032  0.026
5 C 0.938386 -0.361142 -1.190269  0.053
6 C 0.616629 1.032000 0.648114  -0.005
7 C 0.450962 -0.375137 0.244161  0.692
8 H -0.076871 1.268922 1.442621  0.023
9 H 1.777016 0.105374 -3.101637  -0.002
10 H 1.696074 1.193805 1.137459  0.106
11 H 0.397835 1.721255 -0.144403  0.008
12 H 0.327453 -2.389759 0.331995  -0.035
13 H -3.707227 -0.405939 -1.314822  0.005
14 H 0.096282 -1.500941 1.863188  -0.031

Atomic forces in eV per Å
-3.416 -1.335 6.667
-0.910 -5.176 0.920
-2.192 0.289 -0.881
2.652 -0.921 1.540
2.221 -0.226 -1.352
1.007 -0.690 2.838
3.514 6.868 -7.991
-0.218 0.194 0.592
0.689 0.554 -2.354
-1.750 -0.071 -0.999
0.380 0.282 -0.572
-0.485 0.268 0.884
-1.267 0.352 -0.636
-0.224 -0.389 1.343

---

Entry from the OMol25 dataset: one molecule with the formula C9H13FN2 (ωB97M-V/def2-TZVPD).

Calculated values
- SMILES string = Cc1cc(N)nc(C[C@@H](C)F)c1
- gap between HOMO and LUMO (eV) = 9.19
- strongest force on any atom (Eh/bohr) = 0.1441
- ΔE to the lowest compared entry with this formula, charge and spin (eV) = 4.512
- E_tot (eV) = -15237.0815
- charge = 0

Last column: natural (NBO) charge in e.
CARTESIAN COORDINATES (ANGSTROEM)
1 F -2.470548 -1.461591 -0.712421  -0.345
2 N 2.133154 -2.928922 0.040100  -0.810
3 N 0.161146 -1.635702 0.109424  -0.479
4 C 1.677968 0.823847 0.094400  0.041
5 C -2.597726 -0.389996 0.093724  0.186
6 C 2.274289 2.129451 -0.351143  -0.635
7 C 1.587011 -1.614507 -0.001280  0.391
8 C -1.560207 -0.346838 1.260973  -0.520
9 C 0.477954 0.925608 0.741632  -0.317
10 C -0.257249 -0.386975 0.637889  0.266
11 C -2.553872 0.806466 -0.757638  -0.642
12 C 2.230783 -0.416058 -0.294162  -0.340
13 H -3.554134 -0.362665 0.289844  0.162
14 H -0.143851 1.714344 0.957392  0.225
15 H 1.680041 2.478127 -1.172231  0.230
16 H -1.774821 0.386694 2.084112  0.241
17 H 2.114521 2.975348 0.510256  0.214
18 H -1.476389 1.208115 -1.029071  0.221
19 H -1.887213 -1.148358 1.920118  0.241
20 H -3.245928 0.535826 -1.577998  0.232
21 H 3.202876 -0.609201 -0.872225  0.228
22 H 1.135717 -3.343024 -0.169270  0.399
23 H -3.307915 1.809320 -0.444869  0.209
24 H 3.463279 2.181667 -0.442145  0.228
25 H 2.691104 -3.330982 -0.915414  0.377

Atomic forces in eV per Å
0.906 -1.750 -0.704
-1.938 -1.633 -4.366
2.723 3.984 2.928
1.382 0.892 -1.072
3.422 2.289 0.563
2.604 2.227 3.076
-2.534 0.263 -1.521
-3.886 -1.001 0.612
-0.647 -7.184 -1.707
2.727 -0.145 0.610
-0.750 4.789 -1.674
1.479 -0.773 -0.012
-5.058 -0.525 2.711
-0.601 2.047 0.727
0.336 0.320 -0.856
0.497 0.670 -1.690
0.118 -2.061 -1.908
-2.451 -0.851 0.080
0.913 -1.273 -0.428
1.221 0.108 -0.562
-1.221 1.117 1.242
2.406 -0.401 1.008
2.594 -2.794 0.131
-2.723 -0.434 -0.493
-1.520 2.116 3.305

---

Entry from the OMol25 dataset: one molecule with the formula FH2O3PS (ωB97M-V/def2-TZVPD).

Calculated values
- gap between HOMO and LUMO (eV) = 10.92
- strongest force on any atom (Eh/bohr) = 0.0504
- ΔE to the lowest compared entry with this formula, charge and spin (eV) = 1.401
- E_tot (eV) = -29015.2779
- charge = 0

Last column: natural (NBO) charge in e.
CARTESIAN COORDINATES (ANGSTROEM)
1 S -2.888821 0.340690 -0.286783  2.634
2 P -0.444535 -0.295789 -0.868092  0.661
3 F -2.730673 1.564984 -1.179883  -0.480
4 O -1.488745 0.266801 0.303423  -0.934
5 O -3.811891 0.664884 0.693082  -0.872
6 O -3.010342 -0.672503 -1.266032  -0.917
7 H 0.656832 0.467002 -0.391335  -0.057
8 H -0.866802 0.656221 -1.878503  -0.034

Atomic forces in eV per Å
-0.553 -0.612 -1.281
1.983 -0.528 -1.581
-0.043 1.982 -0.377
-0.068 0.500 1.260
-1.223 0.097 1.376
-0.680 -1.060 0.251
-0.187 0.136 -0.094
0.772 -0.516 0.445

---

Entry from the OMol25 dataset: one molecule with the formula C3H2ClNO (ωB97M-V/def2-TZVPD).

Calculated values
- SMILES string = O=C=C/C=N/Cl
- gap between HOMO and LUMO (eV) = 9.57
- strongest force on any atom (Eh/bohr) = 0.0961
- ΔE to the lowest compared entry with this formula, charge and spin (eV) = 2.057
- E_tot (eV) = -19200.5853
- charge = 0

Last column: natural (NBO) charge in e.
CARTESIAN COORDINATES (ANGSTROEM)
1 Cl -1.267066 -0.122904 3.269204  0.090
2 O 0.001495 -3.309641 -0.148462  -0.415
3 N -0.775782 -0.966025 1.849114  -0.437
4 C -0.006531 -0.863485 -0.318805  -0.617
5 C -0.351910 -0.226685 0.923992  0.100
6 C -0.013753 -2.143166 -0.190041  0.791
7 H 0.079794 -0.362204 -1.355898  0.288
8 H 0.077884 0.779441 0.844591  0.200

Atomic forces in eV per Å
0.352 -0.010 0.139
0.043 1.887 0.223
-1.110 0.366 0.996
-0.100 1.890 -2.286
1.815 1.111 -1.293
0.146 -4.792 -1.194
0.000 -0.909 2.149
-1.145 0.457 1.266

---

Entry from the OMol25 dataset: a 2-piece molecular cluster, C8H12O2 overall (ωB97M-V/def2-TZVPD).

Calculated values
- 2S+1 = 2
- gap between HOMO and LUMO (spin up / spin down) (eV) = 2.94 / 7.08
- strongest force on any atom (Eh/bohr) = 0.0343
- expectation value of S² = 0.76
- ΔE to the lowest compared entry with this formula, charge and spin (eV) = 0.433
- E_tot (eV) = -12583.5006
- charge = -1

Last column: Mulliken spin population.
CARTESIAN COORDINATES (ANGSTROEM)
1 O -2.617254 -0.658754 1.224562  0.026
2 O -1.727097 1.109281 -1.642423  -0.065
3 C -3.235013 -1.925907 1.215205  0.017
4 C 1.790450 1.684016 -0.648920  0.437
5 C 0.546332 1.961265 -1.249977  0.029
6 C -0.081968 -0.340980 -0.734562  0.663
7 C 1.154360 -0.581910 -0.139686  -0.063
8 C 3.199625 0.364417 0.951958  -0.049
9 C 2.067454 0.434272 -0.004756  -0.030
10 C -0.399627 0.960812 -1.260137  0.074
11 H -2.473054 -2.664932 1.468310  0.004
12 H 0.282779 2.939870 -1.635289  -0.007
13 H 3.604103 -0.653632 0.965126  -0.002
14 H -0.812931 -1.103618 -1.001757  -0.077
15 H -4.069915 -1.953570 1.923650  -0.002
16 H 2.787903 0.537197 1.961001  0.029
17 H 3.992840 1.076918 0.723991  0.014
18 H 2.548088 2.456404 -0.740467  0.049
19 H -1.977359 0.564309 -2.404691  -0.009
20 H -2.100315 -0.561702 0.435423  -0.004
21 H -3.840807 -2.081516 0.300583  -0.009
22 H 1.361403 -1.562235 0.292863  -0.025

Atomic forces in eV per Å
-1.192 0.000 1.063
-0.352 1.079 -0.234
-0.690 0.637 -0.234
0.621 0.380 0.059
-1.401 -0.882 -0.108
-1.168 0.275 -1.295
0.676 -0.123 0.544
-0.014 -0.743 0.412
-0.634 0.758 -0.762
0.569 -0.684 0.592
-0.426 -0.555 -0.364
0.129 0.071 -0.060
0.224 0.067 0.053
0.178 -0.354 0.221
0.519 0.180 0.667
0.445 0.236 -0.134
0.012 0.020 0.083
0.167 -0.088 0.339
0.493 -0.226 0.080
0.881 0.268 -0.788
0.970 -0.416 -0.217
-0.009 0.101 0.082

---

- Among the records above, which one has the highest ΔE to the lowest compared entry with this formula, charge and spin?
  C9H13FN2